(1)
98
Properties=species:S:1:pos:R:3:forces:R:3:mulliken_charge:R:1 method="wB97M-V/def2-TZVPD" charge=+2 homo_lumo_gap_ev="6.813 / 6.303" s_squared=6.08 de_lowest_kcal_mol=100.5 spin_multiplicity=5
Os -16.0678 -8.7130 2.4048 0.571 -0.156 0.804 2.243
C -19.8425 -3.0472 1.7931 0.040 0.294 0.112 -1.204
N -19.3088 -4.3440 2.1492 -0.117 -0.416 -0.218 0.123
C -18.2770 -4.3489 3.1645 0.084 -0.113 0.040 -0.588
C -19.4785 -5.4335 1.3743 0.034 -0.451 0.116 0.688
N -18.5172 -6.3578 1.3728 -0.502 -0.458 -0.146 -0.390
C -18.8309 -7.6719 1.2189 -0.542 0.241 0.649 0.669
C -19.9437 -8.3827 1.7331 0.534 -0.431 -0.546 -0.184
C -20.3439 -9.6764 1.4170 0.159 0.577 -0.401 -2.138
C -19.8597 -10.4589 0.2297 0.020 0.007 0.151 -0.729
C -18.4063 -10.9784 0.0033 -0.361 0.592 -0.003 1.445
C -17.4658 -13.1882 -0.1591 -0.161 0.263 -0.200 -0.705
C -16.1859 -12.9153 -0.4859 0.113 0.252 0.036 -0.708
C -15.4578 -11.7475 -0.1642 0.108 -0.322 -0.049 -0.291
C -15.9368 -10.5260 0.3044 -0.464 0.720 0.059 -0.096
N -15.0032 -9.5609 0.8095 0.297 -0.183 -0.252 0.532
C -13.9053 -9.1403 0.1602 -0.028 -0.047 -0.513 0.232
N -13.7621 -9.1661 -1.1883 -0.102 0.059 0.217 0.290
C -12.4488 -9.1786 -1.8502 -0.433 -0.209 -0.101 -1.216
C -14.8904 -9.1995 -2.1180 0.276 -0.157 0.110 -0.902
N -12.8507 -8.6406 0.8634 -0.335 0.227 -0.188 0.183
C -12.2968 -7.3356 0.4875 -0.037 -0.359 0.005 -1.102
C -12.5607 -9.1619 2.1814 0.211 -0.137 0.013 -0.879
C -17.2802 -10.1090 0.3649 0.596 -0.491 0.439 0.135
N -20.5949 -5.5456 0.6165 -0.364 0.185 -0.044 0.264
C -20.6242 -6.3283 -0.6257 0.330 0.154 0.335 -0.986
C -21.8987 -5.0542 1.0700 -0.045 -0.057 -0.148 -1.265
H -20.6044 -2.7140 2.5031 0.114 0.062 -0.036 0.344
H -20.2723 -3.0778 0.8038 -0.110 -0.001 -0.214 0.400
H -19.0178 -2.3295 1.7756 -0.121 0.027 0.072 0.378
H -18.6447 -3.8227 4.0429 -0.005 0.059 0.097 0.480
H -17.3844 -3.8425 2.7942 0.107 0.040 0.036 0.358
H -18.0173 -5.3770 3.4109 -0.013 0.143 0.019 -0.322
H -20.5605 -7.8305 2.4392 0.025 0.052 -0.098 0.598
H -21.2668 -10.0362 1.8758 0.298 0.044 -0.121 0.404
H -20.4975 -11.3424 0.1125 0.069 0.081 0.115 0.710
H -17.9071 -14.1631 -0.3019 -0.030 -0.051 0.026 0.535
H -15.6173 -13.7021 -0.9549 -0.064 -0.240 0.023 0.438
H -14.3824 -11.8377 -0.2716 -0.007 0.148 0.043 0.533
H -11.6783 -9.3779 -1.1200 0.196 -0.075 0.036 0.393
H -12.2545 -8.2182 -2.3430 -0.017 -0.211 0.058 0.368
H -12.4636 -9.9791 -2.6106 0.078 0.361 0.298 0.395
H -15.7724 -8.7883 -1.6542 -0.186 -0.028 0.035 0.183
H -15.0759 -10.2213 -2.4590 -0.144 0.094 0.044 0.282
H -14.6579 -8.5952 -2.9936 0.125 0.075 0.057 0.502
H -12.7979 -6.9934 -0.4095 0.009 0.114 -0.099 0.425
H -11.2249 -7.3862 0.2993 0.038 -0.050 0.028 0.332
H -12.4814 -6.6054 1.2718 -0.032 0.042 0.196 0.287
H -12.7510 -10.2341 2.1643 0.005 0.015 0.194 0.269
H -13.1589 -8.7111 2.9690 -0.060 0.085 0.108 0.060
H -11.5015 -9.0009 2.3985 -0.094 -0.009 -0.061 0.417
H -19.6100 -6.4464 -1.0097 -0.098 0.051 0.016 0.276
H -21.2107 -5.7728 -1.3521 -0.087 -0.018 -0.087 0.430
H -21.0457 -7.3235 -0.4797 -0.121 0.061 -0.005 0.307
H -21.8527 -4.6579 2.0811 0.155 -0.068 -0.013 0.405
H -22.6021 -5.8951 1.0752 0.057 0.121 -0.074 0.364
H -22.2922 -4.2683 0.4155 0.055 -0.163 0.026 0.374
O -19.8956 -9.7099 -1.0328 -0.301 0.258 0.378 -0.392
S -18.7493 -10.6048 -1.8092 -0.838 -0.975 -0.547 0.071
O -18.3413 -12.3100 0.4025 0.080 -0.535 0.121 -0.288
O -17.7514 -9.7022 -2.3174 0.667 0.516 -0.343 -0.319
S -17.3374 -8.3444 0.5488 0.015 0.356 -0.379 -0.529
C -16.8662 -7.8256 7.4348 -0.341 -0.155 -0.259 -1.261
N -17.3378 -7.5450 6.0755 0.394 -0.153 0.008 0.352
C -18.6999 -7.9890 5.7907 0.175 -0.067 -0.568 -0.901
C -16.5055 -7.1688 5.0687 -0.134 -0.160 -0.312 0.270
O -16.8392 -7.4122 3.8604 -0.115 0.006 0.241 -1.045
N -15.3734 -6.4858 5.3374 -0.178 0.004 0.151 0.469
C -15.1910 -5.6576 6.5315 0.266 0.216 -0.275 -1.274
C -14.3498 -6.3293 4.3114 -0.152 -0.259 -0.125 -0.560
H -17.1921 -8.8343 7.7060 0.005 0.070 -0.005 0.354
H -17.2953 -7.1251 8.1440 -0.026 0.064 0.195 0.342
H -15.7879 -7.7870 7.4992 0.087 -0.026 -0.050 0.386
H -18.8430 -9.0556 5.9989 0.220 0.073 0.084 0.293
H -18.9032 -7.8364 4.7283 -0.040 0.069 0.219 0.086
H -19.4051 -7.4297 6.3961 -0.101 0.129 0.095 0.388
H -16.1405 -5.4683 7.0189 -0.017 -0.013 0.038 0.402
H -14.7740 -4.6933 6.2176 -0.118 -0.178 0.010 0.373
H -14.4831 -6.1039 7.2322 -0.068 0.014 0.028 0.357
H -14.5944 -6.9717 3.4643 0.137 0.152 0.079 -0.260
H -13.3772 -6.6328 4.6984 0.005 0.050 0.117 0.408
H -14.2947 -5.3006 3.9597 -0.039 0.112 0.053 0.485
C -14.5149 -11.0254 6.5633 -0.190 0.277 -0.180 -0.812
N -15.6985 -11.2307 5.7229 -0.278 0.127 -0.533 0.285
C -16.5754 -12.2491 5.9792 0.126 0.046 0.306 -0.313
C -17.6781 -12.4633 5.2371 0.094 0.194 -0.171 -1.240
C -17.9125 -11.5326 4.1795 -0.508 -0.248 -0.092 0.697
N -17.0506 -10.5618 3.9013 -0.271 -0.173 -0.150 0.358
C -15.9306 -10.4404 4.6088 0.710 0.542 0.120 -0.502
O -15.1072 -9.5545 4.2279 0.168 -0.535 0.613 -0.861
N -19.0232 -11.6132 3.4531 -0.062 0.099 0.113 -0.111
H -14.5970 -11.6548 7.4500 0.051 0.161 -0.139 0.335
H -14.4413 -9.9739 6.8228 -0.142 0.056 0.229 0.203
H -13.6234 -11.2504 6.0046 0.363 -0.326 -0.179 0.317
H -16.3287 -12.8469 6.8449 -0.012 -0.100 -0.028 0.436
H -18.3836 -13.2598 5.4288 0.174 0.018 0.146 0.495
H -19.7316 -12.2960 3.6613 0.074 -0.042 0.041 0.249
H -19.2730 -10.8605 2.8190 0.095 -0.010 -0.044 -0.086

***

(2)
93
Properties=species:S:1:pos:R:3:forces:R:3:mulliken_charge:R:1 method="wB97M-V/def2-TZVPD" charge=-1 homo_lumo_gap_ev=2.862
C 2.0965 4.5035 1.1227 -0.262 -0.050 0.212 -0.389
O 2.4567 3.2118 1.5301 0.264 -0.024 -0.174 -0.265
C 1.8722 2.1881 0.7590 0.249 -0.210 -0.119 -0.752
C 2.7700 0.9539 0.7687 -0.266 0.166 -0.004 -0.248
C 4.0850 1.1538 -0.0030 0.074 -0.038 -0.041 -0.591
C 5.3307 0.4818 0.5993 0.395 0.161 0.191 0.614
C 6.2551 1.3092 1.5013 -0.094 -0.106 -0.229 -0.960
S 5.4776 1.2668 3.1809 -0.329 0.011 0.356 -0.203
H 2.8497 5.1951 1.4967 -0.034 0.019 0.027 -0.011
H 1.1205 4.7809 1.5457 0.047 0.145 -0.082 0.122
H 2.0405 4.5907 0.0320 0.051 0.004 -0.005 0.360
H 0.8648 1.9590 1.1419 -0.011 -0.019 -0.036 0.329
H 1.7713 2.5236 -0.2863 -0.092 0.000 0.092 0.397
H 2.1809 0.1656 0.2840 0.078 -0.150 0.111 0.215
H 2.9548 0.6394 1.8013 0.031 0.110 0.008 0.164
H 3.9470 0.7188 -0.9997 -0.092 0.275 0.023 0.309
H 4.3016 2.2240 -0.1115 -0.017 -0.130 0.053 0.281
H 5.9711 0.1951 -0.2473 -0.096 -0.146 0.080 0.136
H 5.0007 -0.4431 1.1223 -0.067 -0.050 -0.385 -0.842
H 7.1618 0.6958 1.6059 -0.020 0.075 0.091 0.214
H 6.5242 1.1834 4.0154 0.163 0.002 -0.140 0.022
C 6.8180 -2.3581 -1.9212 0.275 0.229 -0.099 -0.805
C 5.4862 -1.8179 -2.1442 0.054 -0.128 0.136 0.471
N 4.4207 -1.4175 -2.2823 -0.204 -0.051 -0.209 -0.475
H 7.5287 -1.9134 -2.6159 -0.051 0.031 -0.088 0.296
H 7.1387 -2.1385 -0.9026 -0.088 -0.034 -0.190 0.299
H 6.8176 -3.4375 -2.0616 -0.035 -0.005 0.042 0.312
C -2.0242 4.9010 0.9043 -0.102 -0.195 0.174 -0.725
C -1.2184 5.8231 0.1165 -0.121 0.077 0.056 0.425
N -0.6255 6.5929 -0.4935 0.049 -0.026 -0.115 -0.467
H -1.6673 4.8662 1.9326 0.101 0.041 -0.033 0.348
H -3.0632 5.2259 0.9162 0.003 0.034 -0.060 0.361
H -1.9937 3.8915 0.4957 0.084 0.029 -0.053 0.061
C 4.9770 -2.6545 2.7021 -0.250 -0.042 0.199 -0.710
C 6.0536 -2.8150 1.7377 0.043 -0.023 0.130 0.531
N 6.9106 -3.0002 0.9962 -0.030 -0.192 0.294 -0.592
H 5.3293 -2.1879 3.6201 0.148 0.126 -0.116 0.396
H 4.1921 -2.0217 2.2931 0.077 0.047 -0.054 -0.019
H 4.5491 -3.6284 2.9360 0.039 -0.051 -0.015 0.298
C 3.7671 -6.0218 0.1706 0.166 -0.240 -0.174 -0.722
C 2.9514 -5.0723 0.9086 0.046 0.031 -0.042 0.374
N 2.3139 -4.3191 1.4931 -0.126 -0.110 0.060 -0.411
H 3.7221 -5.8122 -0.8967 -0.048 0.091 0.011 0.261
H 4.8079 -5.9606 0.4851 -0.020 0.095 0.066 0.273
H 3.4116 -7.0385 0.3380 -0.035 0.019 0.047 0.202
C -0.1068 -7.5945 1.6053 -0.210 0.219 0.060 -0.733
C 0.9098 -8.5857 1.2883 0.015 0.060 0.009 0.379
N 1.7238 -9.3526 1.0327 0.053 -0.032 -0.027 -0.415
H 0.3325 -6.7490 2.1332 0.077 -0.031 -0.011 0.217
H -0.5688 -7.2189 0.6940 0.048 -0.038 -0.045 0.259
H -0.8870 -8.0255 2.2299 0.049 -0.077 0.012 0.303
C 4.2061 7.3698 3.6079 0.189 -0.021 -0.002 -0.803
C 2.7538 7.2845 3.5796 -0.030 -0.134 -0.073 0.391
N 1.6131 7.1758 3.5317 -0.084 0.116 0.079 -0.396
H 4.5503 8.1776 2.9647 -0.038 0.008 -0.013 0.254
H 4.5557 7.5544 4.6219 -0.032 -0.005 0.013 0.298
H 4.6393 6.4337 3.2560 -0.043 -0.024 0.002 0.294
C -3.5121 3.2588 -2.6305 0.140 0.047 -0.088 -0.793
C -4.3085 3.1746 -1.4143 0.073 0.099 0.015 0.418
N -4.9051 3.1454 -0.4345 -0.150 -0.040 -0.029 -0.479
H -3.9141 2.6118 -3.4052 -0.072 -0.081 -0.004 0.263
H -3.5032 4.2815 -3.0041 -0.023 0.023 0.056 0.342
H -2.4923 2.9444 -2.4179 -0.003 -0.043 0.058 0.274
C -3.7515 -0.8453 0.8396 -0.163 -0.134 0.048 -0.323
C -3.0280 0.0379 -0.0658 0.078 0.133 0.050 0.410
N -2.4528 0.7454 -0.7657 -0.091 -0.146 0.027 -0.407
H -3.3574 -0.7909 1.8531 0.050 0.083 -0.102 0.156
H -4.8076 -0.5857 0.8786 0.008 0.127 -0.060 -0.179
H -3.6616 -1.8786 0.5068 0.057 0.011 -0.030 0.311
C -8.3890 -0.5032 0.2843 -0.033 0.020 -0.101 -0.751
C -7.6201 -0.4398 1.5185 -0.080 0.018 0.055 0.274
N -7.0106 -0.3843 2.4888 0.041 -0.037 0.036 -0.413
H -8.2166 0.3908 -0.3094 0.023 0.034 -0.002 0.241
H -8.0962 -1.3705 -0.3015 0.029 -0.027 0.001 0.246
H -9.4553 -0.5775 0.4862 0.011 0.006 0.074 0.386
C -6.8274 -0.4513 -3.7214 0.231 0.038 -0.131 -0.170
C -8.1843 -0.5338 -3.2115 0.041 -0.128 0.040 0.381
N -9.2414 -0.6283 -2.7774 -0.187 0.024 -0.031 -0.441
H -6.2972 -1.3861 -3.5442 -0.070 -0.029 0.006 0.279
H -6.8259 -0.2381 -4.7898 0.001 0.015 0.105 -0.104
H -6.2883 0.3433 -3.2121 0.018 0.094 0.040 0.088
C -7.7462 -0.8315 -8.3788 -0.116 -0.107 -0.108 -0.837
C -6.8649 -0.0199 -7.5535 0.021 0.039 -0.038 0.391
N -6.1718 0.6219 -6.9027 0.008 0.003 0.012 -0.406
H -7.8776 -0.3692 -9.3552 0.024 0.033 0.009 0.302
H -7.3239 -1.8250 -8.5172 0.034 0.009 0.021 0.269
H -8.7214 -0.9289 -7.9049 0.012 0.024 0.032 0.275
C 0.3667 -1.7347 2.4270 0.230 0.050 0.014 -0.463
C -0.9817 -1.8452 2.9565 0.031 -0.005 0.053 0.265
N -2.0467 -1.9333 3.3759 -0.031 -0.072 0.048 -0.524
H 0.9398 -2.6339 2.6487 -0.070 0.011 -0.089 0.281
H 0.3400 -1.5897 1.3481 0.002 -0.029 0.002 0.259
H 0.8763 -0.8834 2.8730 -0.012 0.092 0.015 0.249